Density functional theory data (ωB97M-V/def2-TZVPD) for 10 unconnected molecules or ions with the total composition C24H49N10O15 at a distorted geometry.

Kohn-Sham gap: 0.13006 Eh
E_tot: -2618.46739 Ha
Energy relative to the best compared isomer or geometry (same formula, charge and spin): 76.47 kcal/mol
HOMO energy: -0.3468 hartree
LUMO: -0.2168 Ha

Geometry as ORCA input:
```
! RIJCOSX wB97M-V def2-TZVPD def2/J DEFGRID3
* xyz 1 1
O -0.50 2.77 48.55
O 5.56 1.96 56.54
O 0.84 7.39 55.73
O 2.26 5.92 55.41
O 2.58 4.99 45.34
O 4.11 6.40 48.71
O 6.20 2.42 48.89
O 2.00 4.17 47.23
O -0.57 1.52 50.38
O 1.28 11.06 53.93
O 0.98 12.31 55.72
O 4.50 8.39 49.38
O 2.43 7.34 51.88
O 7.10 3.10 47.08
O 5.06 3.02 54.82
N -0.14 4.02 56.97
N -0.36 1.78 49.20
N 1.48 6.48 51.81
N 6.13 2.99 47.81
N 1.21 12.16 54.49
N 5.23 1.90 55.36
N 1.75 4.52 46.04
N 2.01 6.98 55.73
N 8.88 5.34 52.77
N 3.94 7.57 48.68
C 3.30 4.76 52.47
C -0.66 4.53 52.34
C -1.43 3.78 56.42
C 7.18 4.56 51.55
C 1.92 4.40 50.55
C 0.74 4.26 52.76
C 0.30 3.23 58.10
C 0.56 0.68 48.54
C 1.24 13.31 53.50
C 7.60 5.82 50.92
C -0.33 6.88 50.30
C 4.49 0.80 54.93
C 0.06 6.91 51.80
C -2.15 2.77 57.34
C 1.77 5.00 51.84
C 3.00 7.96 55.69
C 7.99 4.26 52.74
C 0.36 4.55 45.54
C -0.03 8.35 52.43
C 3.10 8.15 47.50
C 8.86 6.21 51.60
C -0.98 5.98 52.52
C -1.02 2.38 58.34
C 4.82 3.64 47.46
H -0.82 4.31 51.20
H 3.83 1.19 54.13
H 2.05 12.78 52.97
H 3.93 0.43 55.47
H -1.80 4.43 55.57
H 9.64 7.02 51.48
H 0.34 8.44 53.43
H 2.42 7.32 47.45
H 0.35 7.53 49.65
H 6.19 3.92 51.42
H 4.10 3.75 48.24
H -1.02 7.75 50.19
H 4.10 5.43 51.95
H -1.08 6.45 53.67
H 1.45 1.07 48.80
H 5.36 0.16 54.56
H 3.78 8.27 46.68
H 7.77 3.61 53.64
H -1.28 4.14 52.99
H 0.32 4.75 56.46
H 2.67 9.17 47.83
H 0.50 -0.26 49.14
H 9.35 5.48 53.45
H 1.07 3.44 58.78
H 7.17 6.18 49.98
H 0.91 4.37 53.96
H -1.18 1.68 59.03
H 2.70 4.91 49.83
H 1.75 14.29 53.94
H -1.95 6.20 52.22
H 3.52 4.75 53.67
H -3.11 2.54 57.29
H 0.50 0.46 47.48
H 1.94 3.22 50.64
H -1.10 8.71 52.29
H 0.25 13.63 53.00
H 0.40 5.49 45.05
H 0.58 9.06 51.83
H 2.74 9.02 56.14
H 4.14 3.06 47.00
H 3.76 7.63 56.28
H -0.42 6.01 49.72
H 3.52 8.10 54.68
H 3.69 3.81 52.14
H 0.30 3.66 44.99
H 1.28 4.49 49.77
H -0.38 4.36 46.44
H 4.90 4.60 46.89
H 1.04 3.15 52.73
*
```